Formula: C5H6N2O3
Source: the Open Molecules 2025 dataset
Level of theory: ωB97M-V/def2-TZVPD

As for the spin multiplicity: 1. The calculation puts the HOMO energy at -10.8 eV. The value obtained for the max |F| is 4.380 eV/A. Its energy above the lowest of the compared OMol25 structures with the same formula, charge and spin is 113.1 kcal/mol. Its SMILES is N#CC#[N+][O-].CCOC=O. As for the net charge: 0.

Cartesian coordinates (Å):
C (-3.27, -0.34, 1.81)
C (-0.09, -0.84, 0.76)
C (-2.79, -0.33, 0.55)
C (2.60, 0.29, -0.78)
C (1.10, 0.62, -0.67)
N (-3.77, -0.20, 2.83)
N (-2.43, 0.10, -0.50)
O (-1.90, 0.57, -1.46)
O (-0.46, -1.25, 1.80)
O (0.68, 0.22, 0.58)
H (-0.38, -1.33, -0.25)
H (3.09, 0.30, 0.13)
H (3.00, -0.64, -1.29)
H (3.03, 1.08, -1.34)
H (0.53, -0.03, -1.42)
H (1.06, 1.78, -0.75)

These are the Mulliken partial charges, in e, on atoms 1 to 4: 0.10 -0.03 0.48 -1.27

=====

Formula: N2O3S
Source: the Open Molecules 2025 dataset
Level of theory: ωB97M-V/def2-TZVPD

As for the spin multiplicity: 1. The calculation puts the HOMO energy at -9.5 eV. The value obtained for the max |F| is 2.764 eV/A. Its energy above the lowest of the compared OMol25 structures with the same formula, charge and spin is 170.2 kcal/mol. As for the net charge: 0.

Cartesian coordinates (Å):
N (1.60, -0.56, -0.09)
N (-1.02, 0.91, -0.68)
O (-1.41, 0.71, 0.75)
O (1.63, 0.62, -0.01)
O (0.37, -1.15, 0.20)
S (-1.16, -0.53, -0.17)

These are the Mulliken partial charges, in e, on atoms 1 to 4: 0.36 -0.28 -0.17 -0.26

=====

Formula: H14NO5
Source: the Open Molecules 2025 dataset
Level of theory: ωB97M-V/def2-TZVPD

As for the spin multiplicity: 1. The calculation puts the HOMO energy at -14.8 eV. The value obtained for the max |F| is 5.063 eV/A. Its energy above the lowest of the compared OMol25 structures with the same formula, charge and spin is 40.3 kcal/mol. As for the net charge: +1.

Cartesian coordinates (Å):
N (1.14, -0.34, 0.61)
H (1.52, -0.29, -0.41)
H (0.12, -0.31, 0.48)
H (1.31, -1.21, 1.08)
H (1.37, 0.53, 1.13)
H (-3.21, 1.20, -2.97)
H (-1.69, 1.46, -2.74)
O (-2.50, 1.40, -2.35)
H (0.85, -1.61, -2.40)
H (-0.43, -0.90, -1.76)
O (0.52, -0.82, -1.92)
H (-1.67, 0.65, 3.55)
H (-1.34, -0.77, 3.27)
O (-0.99, 0.08, 3.21)
H (-1.68, 1.53, 0.79)
H (-2.21, 1.05, -0.54)
O (-1.76, 0.79, 0.26)
H (3.98, -1.33, 1.03)
H (4.42, -0.97, -0.41)
O (3.56, -1.04, 0.25)

These are the Mulliken partial charges, in e, on atoms 1 to 4: -0.46 0.48 0.25 0.34

=====

Formula: C28H52CrN5O16
Source: the Open Molecules 2025 dataset
Level of theory: ωB97M-V/def2-TZVPD

As for the spin multiplicity: 9. The calculation puts the HOMO energy (alpha / beta) at -7.3 / -12.3 eV. The value obtained for the max |F| is 5.573 eV/A. As for the net charge: +1.

Cartesian coordinates (Å):
Cr (-12.25, 8.15, -8.85)
C (-10.55, 4.87, -7.24)
C (-11.94, 4.85, -7.81)
C (-12.87, 4.13, -6.83)
O (-12.47, 6.10, -8.12)
H (-10.01, 3.93, -7.38)
H (-10.40, 5.25, -6.23)
H (-9.97, 5.53, -7.88)
H (-11.86, 4.32, -8.76)
H (-12.45, 3.20, -6.44)
H (-13.75, 3.80, -7.37)
H (-13.27, 4.75, -6.02)
C (-2.97, 5.72, -9.40)
O (-3.97, 5.57, -8.38)
C (-4.83, 4.56, -8.42)
O (-4.73, 3.52, -9.06)
O (-5.90, 4.85, -7.66)
C (-7.15, 4.20, -7.87)
H (-2.78, 6.78, -9.56)
H (-3.22, 5.20, -10.33)
H (-2.07, 5.18, -9.11)
H (-7.82, 4.58, -8.64)
H (-7.71, 4.18, -6.93)
H (-7.02, 3.12, -8.00)
C (-8.58, 10.44, -8.71)
O (-8.04, 9.32, -9.19)
C (-8.77, 8.23, -9.52)
O (-10.01, 8.12, -9.27)
O (-7.94, 7.23, -9.97)
C (-6.51, 7.38, -10.16)
H (-9.15, 10.26, -7.79)
H (-9.33, 10.86, -9.38)
H (-7.81, 11.20, -8.60)
H (-6.05, 7.62, -9.20)
H (-6.34, 8.23, -10.83)
H (-6.21, 6.37, -10.45)
C (-9.88, 1.15, -6.22)
O (-9.48, -0.25, -6.21)
C (-8.17, -0.47, -6.12)
O (-7.26, 0.38, -5.92)
O (-8.00, -1.83, -6.30)
C (-6.77, -2.43, -5.93)
H (-9.92, 1.59, -5.22)
H (-10.82, 1.41, -6.69)
H (-9.07, 1.67, -6.73)
H (-6.27, -2.69, -6.86)
H (-7.03, -3.13, -5.14)
H (-6.08, -1.80, -5.37)
C (-14.43, 7.67, -12.90)
O (-13.42, 6.71, -12.91)
C (-12.39, 6.76, -12.04)
O (-12.21, 7.58, -11.08)
O (-11.56, 5.70, -12.45)
C (-10.42, 5.35, -11.72)
H (-14.22, 8.63, -12.43)
H (-15.27, 7.23, -12.36)
H (-14.77, 7.84, -13.92)
H (-10.64, 4.97, -10.72)
H (-9.74, 6.20, -11.61)
H (-9.98, 4.55, -12.32)
C (-12.32, 7.68, -4.72)
O (-11.46, 8.79, -4.71)
C (-11.12, 9.54, -5.77)
O (-11.39, 9.23, -6.93)
O (-10.57, 10.66, -5.50)
C (-10.22, 11.09, -4.22)
H (-12.25, 7.22, -5.71)
H (-13.34, 8.06, -4.71)
H (-12.13, 6.99, -3.91)
H (-9.54, 10.35, -3.79)
H (-11.10, 11.25, -3.61)
H (-9.57, 11.96, -4.15)
C (-15.85, 6.12, -5.07)
C (-15.92, 7.34, -4.28)
N (-16.00, 8.25, -3.62)
H (-14.87, 6.23, -5.52)
H (-16.55, 6.02, -5.91)
H (-15.88, 5.19, -4.50)
C (-8.94, 4.19, -3.87)
C (-8.41, 5.38, -4.41)
N (-7.99, 6.37, -4.82)
H (-8.60, 3.91, -2.87)
H (-8.51, 3.45, -4.53)
H (-10.03, 4.16, -3.95)
C (-15.97, -0.46, -6.49)
C (-15.30, 0.47, -7.47)
N (-14.79, 1.27, -8.13)
H (-16.96, -0.72, -6.86)
H (-16.05, -0.04, -5.49)
H (-15.39, -1.38, -6.65)
C (-16.35, 4.49, -9.21)
C (-17.35, 4.59, -8.13)
N (-18.15, 4.70, -7.25)
H (-15.79, 3.56, -9.28)
H (-15.66, 5.33, -9.30)
H (-16.94, 4.43, -10.12)
C (-11.92, 1.94, -10.60)
C (-10.45, 2.04, -10.27)
N (-9.34, 2.12, -9.99)
H (-12.61, 1.84, -9.77)
H (-12.10, 1.18, -11.37)
H (-12.15, 2.89, -11.09)

These are the Mulliken partial charges, in e, on atoms 1 to 4: 0.24 -0.10 1.93 -0.95

=====

Formula: C3H2N2OS3
Source: the Open Molecules 2025 dataset
Level of theory: ωB97M-V/def2-TZVPD

As for the spin multiplicity: 1. The calculation puts the HOMO energy at -8.7 eV. The value obtained for the max |F| is 3.520 eV/A. Its SMILES is O=C(S)c1n[nH]c(=S)s1. As for the net charge: 0.

Cartesian coordinates (Å):
O (0.41, -2.65, 0.12)
S (0.20, 3.69, 0.26)
N (1.24, 0.00, 0.33)
S (-1.99, -1.95, -0.92)
S (-1.18, 0.91, 0.04)
C (-0.37, -1.74, -0.15)
C (0.18, 2.03, 0.29)
C (0.00, -0.32, 0.02)
N (1.41, 1.34, 0.35)
H (-2.27, -3.21, -0.56)
H (2.37, 1.90, 0.22)

These are the Mulliken partial charges, in e, on atoms 1 to 4: -0.49 -0.35 -0.45 -0.27

=====

Formula: C5H8
Source: the Open Molecules 2025 dataset
Level of theory: ωB97M-V/def2-TZVPD

As for the spin multiplicity: 1. The calculation puts the HOMO energy at -8.8 eV. The value obtained for the max |F| is 2.423 eV/A. Its energy above the lowest of the compared OMol25 structures with the same formula, charge and spin is 69.8 kcal/mol. Its SMILES is CC#CCC. As for the net charge: 0.

Cartesian coordinates (Å):
C (0.90, -0.14, 0.99)
C (1.56, 0.72, -0.16)
C (0.34, 0.63, -0.92)
C (-0.79, 0.30, -1.22)
C (-1.91, -0.44, -0.66)
H (-0.19, -0.53, 0.89)
H (0.83, 0.45, 1.89)
H (1.45, -1.07, 1.10)
H (2.45, 0.27, -0.64)
H (1.85, 1.75, 0.13)
H (-1.52, -0.81, 0.35)
H (-2.79, 0.19, -0.47)
H (-2.18, -1.32, -1.26)

These are the Mulliken partial charges, in e, on atoms 1 to 4: -0.68 -0.33 -0.19 0.16

=====

Formula: C3H2O3Sm
Source: the Open Molecules 2025 dataset
Level of theory: ωB97M-V/def2-TZVPD

As for the spin multiplicity: 7. The calculation puts the HOMO energy (alpha / beta) at -6.3 / -6.3 eV. The value obtained for the max |F| is 5.436 eV/A. Its energy above the lowest of the compared OMol25 structures with the same formula, charge and spin is 49.1 kcal/mol. As for the net charge: 0.

Cartesian coordinates (Å):
H (1.20, 1.29, 1.64)
O (0.86, 1.48, -0.41)
C (1.25, 0.73, 0.69)
C (0.54, -0.59, 0.74)
C (1.07, -1.99, 0.28)
O (-0.81, -0.42, 0.64)
O (1.13, -2.70, -0.65)
Sm (-1.21, 1.03, -1.02)
H (2.18, 0.00, 1.03)

These are the Mulliken partial charges, in e, on atoms 1 to 4: 0.24 -0.76 -0.13 0.34

=====

Question: Look up the max |F| of the second one.
Answer: 2.764 eV/A

=====

Question: The lowest max |F| belongs to which entry?
Answer: C5H8